Here is a structure of composition C41H45ClN6O11SSiTi from the OMol25 dataset. Energies are from ωB97M-V/def2-TZVPD.

```
107
Properties=species:S:1:pos:R:3:lowdin_spin:R:1
Ti -0.04876 -0.16686 1.10306 0.9998
O 1.58047 0.45009 3.13817 0.0006
C 2.93624 0.67281 2.83882 -0.0002
C 3.29856 -0.06237 1.58500 0.0017
C 4.62510 -0.39628 1.33242 0.0001
C 4.95674 -0.96668 0.11872 0.0006
C 3.95223 -1.17945 -0.81444 -0.0001
C 2.65863 -0.83659 -0.47341 0.0008
N 2.32654 -0.30757 0.70908 0.0040
H 1.26842 1.17301 3.69712 0.0001
H 3.57947 0.33980 3.66079 -0.0001
H 3.11883 1.73809 2.66155 0.0000
H 5.37473 -0.20617 2.08931 0.0000
H 5.98129 -1.24174 -0.09785 0.0000
H 4.15273 -1.61502 -1.78324 0.0000
H 1.85439 -0.97326 -1.18290 0.0002
O -0.51350 -0.41624 -1.24483 0.0024
C -0.68360 -1.76180 -1.68965 0.0016
C 0.04380 -2.61618 -0.61668 0.0023
O 0.49039 -3.71484 -0.88059 -0.0014
O 0.09379 -2.04279 0.53594 0.0131
C -0.09549 -1.91563 -3.08953 0.0000
C 0.19936 -0.78378 -3.84121 0.0001
C 0.67708 -0.89700 -5.14110 0.0000
C 0.86144 -2.14760 -5.70735 0.0001
C 0.55620 -3.28182 -4.96532 0.0000
C 0.07592 -3.17087 -3.67037 0.0001
C -2.16553 -2.14688 -1.72738 0.0001
C -2.64829 -3.28547 -1.09558 0.0000
C -4.00100 -3.59325 -1.14668 0.0001
C -4.88393 -2.76574 -1.82191 0.0000
C -4.40548 -1.62838 -2.45736 0.0000
C -3.05356 -1.32834 -2.41988 0.0000
H -1.26192 0.17008 -1.49537 0.0005
H 0.05866 0.19656 -3.40564 0.0000
H 0.90545 -0.00196 -5.70749 0.0000
H 1.23459 -2.24016 -6.71969 0.0000
H 0.69148 -4.26497 -5.39914 0.0000
H -0.15638 -4.05595 -3.09655 0.0000
H -1.97574 -3.92789 -0.54335 0.0000
H -4.36440 -4.47684 -0.63702 0.0000
H -5.94140 -2.99874 -1.84645 0.0000
H -5.08533 -0.96665 -2.97941 0.0000
H -2.70147 -0.43945 -2.92790 0.0000
C -1.53548 -3.07928 3.12776 -0.0067
Si -0.85944 -1.31553 3.33354 -0.0289
C -2.16154 -0.29388 4.28361 -0.0067
C 0.53515 -1.71875 4.58958 -0.0053
C 0.42512 -1.51453 5.96548 -0.0018
C 1.43952 -1.88481 6.84542 -0.0001
C 2.59354 -2.48335 6.36557 -0.0011
C 2.72248 -2.71081 4.99919 0.0002
C 1.70842 -2.33136 4.13420 -0.0007
H -1.73400 -3.50818 4.11587 -0.0014
H -0.79124 -3.70676 2.63091 -0.0001
H -2.44793 -3.09448 2.53794 0.0001
H -2.96547 -0.93431 4.65764 -0.0009
H -2.60447 0.45972 3.63086 -0.0004
H -1.73068 0.24187 5.13281 -0.0001
H -0.46924 -1.05454 6.36948 -0.0002
H 1.32435 -1.70617 7.90877 0.0000
H 3.38451 -2.77414 7.04681 -0.0001
H 3.61607 -3.18669 4.61027 0.0000
H 1.82927 -2.50850 3.06729 0.0002
O 1.52531 3.28999 2.82754 0.0009
Cl 0.36487 3.13488 1.98711 0.0007
O -0.79211 2.85884 2.77882 0.0007
O 0.19596 4.28971 1.16252 -0.0003
O 0.62181 1.97426 1.08804 0.0038
O -2.92499 -1.22155 1.09054 0.0036
C -3.08761 -0.03815 0.83914 0.0054
N -2.01987 0.82049 0.83748 0.0102
S -2.11896 2.21811 -0.00534 0.0004
O -2.18599 1.86841 -1.44438 0.0007
O -3.65062 2.74238 0.36281 -0.0010
C -4.67517 1.83619 0.32863 0.0006
C -5.95527 2.32147 0.09503 -0.0001
C -7.01871 1.43753 0.08645 0.0007
C -6.81165 0.07722 0.30556 -0.0001
C -5.53163 -0.38860 0.53755 0.0006
C -4.44975 0.48711 0.55416 0.0000
H -6.09002 3.38073 -0.07708 0.0000
H -8.01883 1.81064 -0.09652 0.0000
H -7.64813 -0.60919 0.29511 0.0000
H -5.32700 -1.43665 0.70999 0.0001
C 1.08630 3.08370 -2.02382 0.0000
N 1.63224 4.25347 -2.72705 0.0000
C 2.62926 4.87365 -1.85001 0.0000
N 3.71950 3.95314 -1.50216 0.0000
C 3.12003 2.78806 -0.83642 0.0000
N 2.13421 2.11614 -1.68401 0.0001
C 2.80146 1.70205 -2.91570 0.0000
N 3.39030 2.83513 -3.64476 0.0000
C 2.31108 3.78640 -3.93395 0.0000
C 4.34060 3.49649 -2.74562 0.0000
H 0.33962 2.59812 -2.65693 0.0000
H 0.60208 3.41627 -1.10693 0.0000
H 2.13623 5.19834 -0.93209 0.0000
H 3.05318 5.74570 -2.35538 0.0000
H 2.63343 3.11602 0.08200 0.0000
H 3.91248 2.07597 -0.58311 0.0000
H 2.08336 1.19881 -3.56521 0.0000
H 3.59876 0.99680 -2.66872 0.0000
H 1.57987 3.30024 -4.58464 0.0000
H 2.73245 4.64644 -4.46152 0.0000
H 4.77448 4.35705 -3.26194 0.0000
H 5.14175 2.79340 -2.50283 0.0000
```

Properties
Energy relative to the best compared isomer or geometry (same formula, charge and spin) in kcal/mol: 121.03
Max |F| in eV/A: 0.7
Charge: -1
Kohn-Sham gap (alpha / beta) in eV: 7.1 / 6.9
2S+1: 2
LUMO energy (alpha / beta) in eV: 2.327 / 2.327

Here is a structure of composition C41H45ClN6O11SSiTi from the OMol25 dataset. Energies are from ωB97M-V/def2-TZVPD.

```
107
Properties=species:S:1:pos:R:3:lowdin_spin:R:1
Ti 0.33474 -0.80255 0.07181 0.0061
O -0.76054 -2.25469 1.30082 0.0003
C -0.38861 -3.62466 1.31262 0.0004
C 1.05336 -3.66667 0.91103 0.0000
C 1.76126 -4.84760 0.82738 0.0000
C 3.10616 -4.79637 0.52744 0.0000
C 3.72036 -3.56629 0.35022 0.0000
C 2.93849 -2.43385 0.40238 0.0000
N 1.62409 -2.48241 0.67677 0.0000
H -1.72713 -2.14229 1.32429 0.0004
H -1.00687 -4.20118 0.62520 -0.0001
H -0.50519 -4.01226 2.32898 0.0003
H 1.25649 -5.79035 0.99278 0.0000
H 3.67101 -5.71034 0.40440 0.0000
H 4.75577 -3.48701 0.07187 0.0000
H 3.35412 -1.45112 0.22361 0.0000
O 1.44949 0.32596 1.14559 0.0006
C 0.84397 0.89637 2.28681 0.0010
C -0.62122 1.17286 1.87443 0.0027
O -1.33282 1.98543 2.42107 0.0011
O -0.98266 0.38391 0.89780 0.0430
C 1.56773 2.18204 2.65169 0.0001
C 2.08127 2.43280 3.91463 0.0001
C 2.74666 3.62548 4.17847 0.0000
C 2.90402 4.57423 3.18259 0.0001
C 2.38809 4.33028 1.91477 0.0000
C 1.72394 3.14510 1.65724 0.0001
C 0.82283 -0.12592 3.42615 0.0001
C -0.22499 -0.19805 4.33762 0.0000
C -0.22234 -1.16665 5.33305 0.0000
C 0.82846 -2.06667 5.43253 0.0000
C 1.88694 -1.98440 4.53713 0.0000
C 1.88376 -1.01758 3.54326 0.0000
H 2.39892 1.11001 -0.14185 0.0000
H 1.96503 1.69884 4.70119 0.0000
H 3.14406 3.80757 5.16911 0.0000
H 3.42465 5.50063 3.38928 0.0000
H 2.50296 5.06557 1.12835 0.0000
H 1.31855 2.95896 0.66913 0.0000
H -1.04735 0.50240 4.26491 0.0000
H -1.04891 -1.21770 6.03112 0.0000
H 0.82588 -2.82508 6.20550 0.0000
H 2.71645 -2.67708 4.60862 0.0000
H 2.70096 -0.95539 2.83807 0.0000
C -5.11122 -0.18990 -1.19321 0.0942
Si -4.05410 -0.03665 0.35020 0.4732
C -4.61591 1.33422 1.50610 0.0841
C -3.89561 -1.64225 1.28245 0.0672
C -3.59493 -1.62673 2.65523 0.0373
C -3.38036 -2.80163 3.36267 -0.0027
C -3.46282 -4.02879 2.71654 0.0409
C -3.74612 -4.06863 1.35546 -0.0027
C -3.95068 -2.89396 0.64594 0.0360
H -6.13591 -0.50209 -0.96871 0.0183
H -4.67217 -0.90813 -1.88705 0.0019
H -5.15543 0.77628 -1.69954 0.0012
H -5.29693 0.96546 2.27859 0.0135
H -5.13891 2.10138 0.93090 0.0001
H -3.75851 1.80524 1.99031 0.0064
H -3.51392 -0.67637 3.17179 0.0021
H -3.14151 -2.75819 4.41834 -0.0011
H -3.29732 -4.94698 3.26644 0.0029
H -3.79802 -5.02008 0.83986 -0.0010
H -4.13481 -2.94481 -0.42006 0.0016
O -2.70544 -2.48243 -2.39307 0.0005
Cl -1.33389 -2.12513 -2.20150 0.0026
O -0.59698 -3.18895 -1.57741 0.0014
O -0.73732 -1.67643 -3.40394 0.0007
O -1.33725 -0.99261 -1.20202 0.0299
O 2.89436 1.13941 -0.99424 0.0001
C 2.39760 0.15229 -1.75953 0.0002
N 1.37410 -0.51089 -1.37950 0.0013
S 2.96819 -2.93124 -2.85618 0.0000
O 2.78677 -3.79720 -4.04872 0.0000
O 4.35649 -3.05450 -2.28173 0.0000
C 3.25175 -1.26278 -3.66639 0.0000
C 3.85842 -1.31660 -4.91429 0.0000
C 4.36293 -0.17690 -5.51318 0.0000
C 4.29244 1.04829 -4.85439 0.0000
C 3.69069 1.11812 -3.61396 0.0000
C 3.14080 -0.02929 -3.02463 0.0000
H 3.92469 -2.29150 -5.38387 0.0000
H 4.82740 -0.23878 -6.49078 0.0000
H 4.69530 1.94395 -5.31065 0.0000
H 3.61442 2.06724 -3.10025 0.0000
C -1.42324 2.85992 -1.04074 0.0094
N -2.03487 3.99901 -1.74041 0.0008
C -0.95463 4.82328 -2.28573 0.0004
N -0.08256 4.08224 -3.20095 0.0001
C 0.47494 2.93853 -2.46590 0.0003
N -0.56461 2.06632 -1.92263 0.0005
C -1.38297 1.58108 -3.03843 0.0014
N -1.99058 2.68733 -3.79346 0.0003
C -2.80873 3.46877 -2.86621 0.0003
C -0.91438 3.54815 -4.28506 0.0001
H -2.20856 2.21463 -0.64054 0.0168
H -0.83842 3.24060 -0.20016 0.0001
H -0.35336 5.20688 -1.45737 0.0000
H -1.39116 5.66974 -2.82281 0.0001
H 1.09715 3.31375 -1.64931 0.0000
H 1.10663 2.35968 -3.14340 0.0000
H -2.17316 0.94359 -2.64160 0.0024
H -0.76048 0.98214 -3.70454 0.0000
H -3.60428 2.83014 -2.47475 0.0003
H -3.26172 4.30378 -3.40801 0.0000
H -1.35156 4.38408 -4.83793 0.0000
H -0.28150 2.97060 -4.96192 0.0000
```

Properties
Energy relative to the best compared isomer or geometry (same formula, charge and spin) in kcal/mol: 136.14
Max |F| in eV/A: 0.4
Charge: -1
Kohn-Sham gap (alpha / beta) in eV: 6.1 / 6.2
2S+1: 2
LUMO energy (alpha / beta) in eV: 1.874 / 1.868

Among the records above, which one has the highest max |F|? number 1

Which value of energy relative to the best compared isomer or geometry (same formula, charge and spin) does entry 2 give? 136.14 kcal/mol